No. 1
The following is a DFT calculation (wB97M-V/def2-TZVPD) of a molecular structure, C11H25Cl2ErN2OP2.

Each line ends with the Mulliken spin population.
Geometry (Å):
C (1.76, 4.04, -3.12)  0.00
C (1.28, 2.76, -2.57)  0.00
H (1.74, 4.07, -4.22)  0.00
H (2.78, 4.21, -2.76)  0.00
H (1.12, 4.84, -2.73)  0.00
O (1.04, 1.69, -3.08)  0.00
Cl (1.05, 2.94, -0.67)  0.00
Er (0.28, 0.62, 0.09)  3.05
P (2.70, -0.70, -0.08)  -0.01
C (3.11, -2.33, -0.77)  0.00
C (3.75, 0.40, -1.07)  0.00
H (4.78, 0.05, -1.03)  0.00
H (4.60, -0.95, 1.43)  0.00
H (3.69, 1.43, -0.69)  0.00
H (3.37, 0.20, 2.07)  0.00
H (2.82, -2.36, -1.82)  0.00
H (3.39, 0.39, -2.11)  0.00
C (3.53, -0.75, 1.56)  0.00
H (4.18, -2.55, -0.67)  0.00
H (3.08, -1.54, 2.18)  0.00
H (2.54, -3.11, -0.24)  0.00
P (-2.44, 1.21, 0.02)  -0.01
C (-3.85, 0.24, -0.60)  0.00
C (-3.04, 1.66, 1.70)  0.00
H (-1.79, 3.45, -0.66)  0.00
H (-3.57, 3.22, -0.73)  0.00
H (-2.52, 2.52, -2.00)  0.00
C (-2.60, 2.76, -0.93)  0.00
H (-2.27, 2.27, 2.20)  0.00
H (-3.98, 2.21, 1.63)  0.00
H (-4.79, 0.76, -0.45)  0.00
H (-3.88, -0.72, -0.09)  0.00
H (-3.19, 0.76, 2.30)  0.00
H (-3.70, 0.05, -1.67)  0.00
Cl (0.65, 1.53, 2.33)  -0.01
N (-0.30, -3.21, 2.42)  0.00
C (-1.64, -2.82, 2.52)  0.00
C (-1.76, -1.68, 1.80)  0.00
N (-0.52, -1.35, 1.25)  -0.01
C (0.33, -2.30, 1.66)  0.00
H (0.13, -4.02, 2.84)  0.00
H (-2.38, -3.37, 3.07)  0.00
H (-2.64, -1.06, 1.65)  0.00
H (1.38, -2.36, 1.43)  0.00

Computed properties:
Calculated total energy ... -88073.971 eV
Total charge ... +2
HOMO energy (alpha / beta) ... -15.56 / -15.56 eV
Spin multiplicity ... 4
Kohn-Sham gap (alpha / beta) ... 9.2 / 9.3 eV

No. 2
The following is a DFT calculation (wB97M-V/def2-TZVPD) of a molecular structure, C14H19Cl3CrGeN3O6.

Each line ends with the Mulliken spin population.
Geometry (Å):
Cr (0.17, 0.08, 0.18)  3.88
O (-1.81, 1.68, 0.97)  0.02
C (-1.22, 2.93, 1.29)  0.00
C (-0.12, 3.24, 0.28)  -0.01
N (1.01, 2.32, 0.39)  -0.02
C (1.65, 2.36, 1.70)  0.03
C (1.03, 1.32, 2.68)  0.01
O (0.98, 1.56, 3.87)  0.01
O (0.63, 0.23, 2.13)  -0.02
C (1.97, 2.48, -0.68)  0.02
C (2.80, 1.18, -0.85)  0.01
O (3.82, 1.19, -1.50)  0.02
O (2.27, 0.17, -0.27)  0.03
H (-2.19, 1.30, 1.78)  0.00
H (-1.98, 3.72, 1.24)  0.00
H (-0.80, 2.91, 2.30)  0.00
H (-0.53, 3.13, -0.72)  0.00
H (0.20, 4.29, 0.43)  0.00
H (2.70, 2.07, 1.60)  -0.01
H (1.61, 3.36, 2.16)  0.00
H (1.45, 2.64, -1.62)  0.00
H (2.66, 3.32, -0.50)  0.01
C (1.09, -0.92, -3.54)  0.00
C (-0.01, -0.55, -2.59)  0.00
O (0.03, 0.48, -1.90)  0.02
N (-1.13, -1.29, -2.63)  0.01
C (-2.24, -1.00, -1.75)  -0.01
C (-2.13, -1.76, -0.45)  0.04
C (-2.73, -3.00, -0.33)  -0.01
C (-2.63, -3.70, 0.86)  0.02
C (-1.96, -3.09, 1.92)  -0.01
C (-1.36, -1.86, 1.71)  0.05
N (-1.38, -1.20, 0.53)  -0.02
H (2.05, -0.61, -3.14)  0.00
H (0.93, -0.40, -4.48)  0.00
H (1.11, -1.99, -3.73)  0.00
H (-1.11, -2.20, -3.06)  0.00
H (-3.17, -1.27, -2.26)  0.00
H (-2.23, 0.08, -1.54)  0.01
H (-3.28, -3.40, -1.16)  0.00
H (-3.06, -4.68, 0.97)  0.00
H (-1.88, -3.56, 2.88)  0.00
H (-0.81, -1.38, 2.51)  -0.01
Cl (1.60, -3.07, 2.84)  0.16
Ge (2.46, -1.79, 1.19)  0.53
Cl (4.43, -2.75, 0.77)  0.14
Cl (1.14, -2.58, -0.48)  0.09

Computed properties:
Calculated total energy ... -154092.019 eV
HOMO energy (alpha / beta) ... -7.90 / -9.15 eV
Spin multiplicity ... 6
Kohn-Sham gap (alpha / beta) ... 7.6 / 7.0 eV

No. 3
The following is a DFT calculation (wB97M-V/def2-TZVPD) of a gas-phase ion, C6H11NO3P (charge -1).

Each line ends with the Löwdin charge.
Geometry (Å):
C (-0.37, 2.05, 0.59)  -0.65
C (2.02, 1.82, 1.86)  -0.15
C (2.65, 0.62, 2.50)  -0.24
C (0.81, -0.02, 1.50)  -0.10
C (0.62, 1.30, 1.44)  -0.10
C (-1.74, -1.25, -2.56)  -0.31
N (-2.05, -0.96, 0.18)  -0.25
O (-1.15, 1.42, -0.12)  -0.18
O (-0.24, 3.27, 0.65)  0.01
O (1.92, -0.52, 2.12)  -0.07
P (-1.59, -0.12, -1.09)  0.51
H (2.02, 2.67, 2.65)  0.14
H (2.67, 2.18, 1.00)  0.12
H (3.73, 0.55, 2.15)  0.13
H (2.58, 0.65, 3.64)  0.13
H (-0.34, 0.08, -1.43)  -0.01
H (-0.02, -0.65, 1.27)  0.08
H (-0.69, -1.49, -2.92)  0.02
H (-2.38, -0.82, -3.40)  0.03
H (-2.21, -2.23, -2.34)  0.00
H (-2.20, -1.87, 0.03)  -0.13
H (-2.40, 0.85, -1.57)  0.01

Computed properties:
Calculated total energy ... -23320.334 eV
Total charge ... -1
HOMO energy ... -4.47 eV
Spin multiplicity ... 1
Kohn-Sham gap ... 8.0 eV

No. 4
The following is a DFT calculation (wB97M-V/def2-TZVPD) of a molecular structure, C27H28BrN9O14P2Zr.

Each line ends with the Löwdin charge.
Geometry (Å):
Zr (0.74, 1.29, -0.20)  1.86
C (1.34, -1.67, -1.08)  -0.08
N (1.98, -0.36, -1.34)  -0.36
C (1.98, -0.09, -2.80)  -0.06
C (3.39, -0.37, -0.86)  -0.15
C (3.83, 1.02, -0.49)  -0.26
C (5.18, 1.35, -0.45)  -0.05
C (5.58, 2.61, -0.03)  -0.08
C (4.62, 3.55, 0.34)  -0.09
C (3.27, 3.22, 0.28)  -0.11
C (2.85, 1.95, -0.13)  -0.22
H (1.88, -2.47, -1.60)  0.11
H (0.31, -1.64, -1.42)  0.05
H (1.37, -1.88, -0.01)  0.07
H (2.54, -0.87, -3.31)  0.10
H (2.44, 0.88, -2.99)  0.10
H (0.95, -0.09, -3.17)  0.08
H (4.03, -0.81, -1.62)  0.13
H (3.42, -1.01, 0.02)  0.09
H (5.93, 0.62, -0.74)  0.11
H (6.63, 2.86, 0.00)  0.10
H (4.93, 4.54, 0.66)  0.10
H (2.54, 3.97, 0.56)  0.10
C (-1.89, -5.97, -0.95)  -0.04
C (-2.22, -4.58, -0.48)  -0.26
C (-3.49, -4.23, -0.03)  -0.02
C (-3.74, -2.94, 0.39)  -0.10
C (-2.69, -2.05, 0.36)  -0.74
Br (-2.96, -0.25, 0.92)  0.89
N (-1.48, -2.34, -0.05)  0.05
C (-1.25, -3.59, -0.46)  -0.11
H (-2.32, -6.72, -0.29)  0.08
H (-0.82, -6.12, -1.00)  0.08
H (-2.30, -6.14, -1.95)  0.08
H (-4.28, -4.97, -0.03)  0.12
H (-4.72, -2.63, 0.74)  0.11
H (-0.23, -3.81, -0.77)  0.11
N (-0.48, -2.38, 3.24)  0.12
C (-1.24, -3.50, 3.06)  -0.10
C (-0.40, -4.42, 2.49)  -0.17
N (0.85, -3.88, 2.31)  0.12
C (0.76, -2.66, 2.77)  -0.30
C (1.87, -1.70, 2.91)  -0.30
N (2.88, -1.54, 2.09)  0.10
C (3.64, -0.53, 2.65)  -0.14
C (3.07, -0.09, 3.81)  -0.09
N (1.95, -0.85, 3.97)  0.10
H (-0.80, -1.46, 3.54)  0.10
H (-2.28, -3.54, 3.33)  0.11
H (-0.62, -5.43, 2.20)  0.10
H (4.55, -0.18, 2.18)  0.10
H (3.36, 0.67, 4.51)  0.11
H (1.23, -0.72, 4.67)  0.14
O (0.81, 2.42, 3.42)  -0.09
P (-0.25, 1.33, 2.95)  0.23
O (-0.68, 0.42, 4.02)  -0.26
O (0.42, 0.70, 1.71)  -0.42
O (-1.50, 2.17, 2.42)  -0.28
P (-1.58, 3.23, 1.20)  0.22
O (-1.35, 4.63, 1.93)  -0.08
O (-2.86, 3.13, 0.49)  -0.25
O (-0.29, 2.98, 0.40)  -0.40
H (0.58, 2.82, 4.27)  0.10
H (-2.17, 5.15, 1.94)  0.09
O (-5.79, 3.53, -3.85)  0.09
N (-4.73, 4.06, -3.62)  -0.35
O (-4.49, 5.24, -3.77)  0.09
C (-3.63, 3.20, -3.18)  -0.11
C (-3.86, 1.84, -3.01)  0.11
C (-2.83, 1.04, -2.60)  -0.05
C (-1.56, 1.56, -2.23)  -0.25
O (-0.68, 0.82, -1.65)  -0.21
C (-1.37, 2.93, -2.52)  -0.06
C (-2.39, 3.75, -2.96)  0.10
N (-0.06, 3.54, -2.40)  -0.28
O (0.10, 4.66, -2.79)  0.15
O (0.90, 2.87, -1.97)  -0.06
N (-3.07, -0.40, -2.55)  -0.34
O (-4.19, -0.78, -2.28)  0.08
O (-2.13, -1.13, -2.80)  0.10
H (-4.83, 1.41, -3.22)  0.14
H (-2.22, 4.80, -3.14)  0.14

Computed properties:
Calculated total energy ... -160434.907 eV
HOMO energy ... -8.05 eV
Spin multiplicity ... 1
Kohn-Sham gap ... 6.4 eV

No. 5
The following is a DFT calculation (wB97M-V/def2-TZVPD) of a gas-phase ion, C7H13N4O2 (charge +1).

Each line ends with the Löwdin charge.
Geometry (Å):
C (-3.83, 0.69, -0.30)  -0.03
C (-3.93, -0.64, -0.23)  -0.13
C (0.81, 0.55, -0.19)  -0.29
C (-2.62, 1.43, 0.27)  -0.21
C (3.17, -0.92, 0.18)  -0.16
C (3.21, 0.64, 0.29)  -0.16
C (2.28, -1.30, -0.98)  -0.11
N (-0.36, 1.04, 0.20)  0.12
N (1.92, 1.23, 0.15)  0.12
N (0.93, -0.63, -0.83)  0.17
N (-1.43, 1.13, -0.44)  0.11
O (-3.09, -1.66, 0.16)  -0.07
O (-2.10, -1.13, 1.09)  -0.07
H (-4.52, 1.44, -0.62)  0.10
H (-4.82, -1.25, -0.61)  0.16
H (-2.74, 2.43, 0.02)  0.10
H (-2.54, 1.52, 1.37)  0.14
H (4.20, -1.25, -0.07)  0.14
H (2.85, -1.36, 1.07)  0.09
H (3.71, 1.02, 1.26)  0.15
H (4.05, 0.90, -0.48)  0.15
H (2.85, -0.86, -1.95)  0.18
H (2.18, -2.32, -0.98)  0.09
H (1.83, 2.11, 0.48)  0.12
H (0.16, -1.16, -0.86)  0.10
H (-2.15, -1.63, 1.99)  0.17

Computed properties:
Calculated total energy ... -17512.758 eV
Total charge ... +1
HOMO energy ... -12.68 eV
Spin multiplicity ... 1
Kohn-Sham gap ... 8.2 eV
SMILES string ... OO/C=C\C/N=N/C1=[NH+]CCCN1

No. 6
The following is a DFT calculation (wB97M-V/def2-TZVPD) of 2 unconnected molecules or ions with the total composition C19H27N2O5.

Each line ends with the Löwdin charge.
Geometry (Å):
C (-3.82, -2.78, 2.42)  -0.03
C (-3.65, -1.93, 1.15)  -0.56
C (-3.84, -2.79, -0.11)  -0.02
C (-4.68, -0.80, 1.16)  -0.03
O (-2.34, -1.30, 1.11)  0.07
C (-1.31, -2.20, 1.10)  -0.47
N (-0.03, -1.68, 0.97)  0.18
N (0.88, -2.39, 1.36)  0.18
C (2.17, -1.89, 1.23)  -0.48
O (2.90, -1.81, 2.20)  0.09
O (2.53, -1.50, -0.03)  0.06
C (3.82, -0.83, -0.07)  -0.56
C (4.92, -1.79, 0.40)  -0.03
C (3.75, 0.44, 0.79)  -0.01
C (4.09, -0.45, -1.53)  -0.02
O (-1.47, -3.39, 1.20)  0.08
H (-3.65, -2.18, 3.31)  0.09
H (-4.82, -3.20, 2.47)  0.09
H (-3.09, -3.60, 2.42)  0.07
H (-3.67, -2.19, -1.00)  0.09
H (-3.11, -3.61, -0.12)  0.08
H (-4.84, -3.21, -0.15)  0.09
H (-4.56, -0.18, 0.27)  0.09
H (-5.69, -1.20, 1.17)  0.09
H (-4.53, -0.18, 2.03)  0.09
H (4.92, -2.69, -0.21)  0.09
H (5.91, -1.33, 0.33)  0.09
H (4.75, -2.09, 1.44)  0.07
H (2.95, 1.08, 0.43)  0.09
H (3.54, 0.18, 1.82)  0.08
H (4.69, 0.99, 0.74)  0.09
H (3.30, 0.20, -1.90)  0.08
H (5.04, 0.06, -1.63)  0.09
H (4.10, -1.34, -2.16)  0.08
C (-2.81, 2.85, 1.19)  -0.06
C (-1.55, 3.08, 0.43)  -0.58
C (-1.33, 2.36, -0.77)  -0.08
C (-0.16, 2.45, -1.56)  -0.25
C (0.97, 3.14, -1.08)  -0.06
C (2.08, 3.31, -1.86)  -0.14
C (2.11, 2.81, -3.15)  -0.17
C (1.01, 2.12, -3.64)  -0.15
C (-0.10, 1.92, -2.86)  -0.08
O (-0.76, 3.91, 0.86)  -0.06
H (-3.17, 1.83, 1.06)  0.04
H (-2.63, 3.02, 2.25)  0.07
H (-3.58, 3.54, 0.87)  0.07
H (-2.12, 1.71, -1.11)  0.07
H (0.92, 3.58, -0.10)  0.08
H (2.93, 3.85, -1.47)  0.09
H (2.97, 2.97, -3.77)  0.07
H (1.03, 1.75, -4.66)  0.08
H (-0.95, 1.38, -3.25)  0.09

Computed properties:
Calculated total energy ... -33358.118 eV
Total charge ... -1
HOMO energy ... -2.37 eV
Spin multiplicity ... 1
Kohn-Sham gap ... 3.5 eV

No. 7
The following is a DFT calculation (wB97M-V/def2-TZVPD) of a gas-phase ion, C16H7Cl4N2O2 (charge -1).

Each line ends with the Löwdin charge.
Geometry (Å):
Cl (-1.75, 2.29, 2.44)  0.62
C (-1.00, 0.73, 2.57)  -0.69
C (-1.73, -0.38, 2.28)  -0.59
Cl (-3.39, -0.33, 2.12)  0.84
C (-1.16, -1.84, 2.45)  -0.56
O (-1.42, -2.40, 3.59)  -0.10
C (0.46, -1.68, 2.25)  -0.32
O (1.08, -2.55, 1.64)  0.03
C (1.09, -0.53, 2.81)  -0.63
Cl (2.78, -0.64, 3.02)  0.72
C (0.41, 0.66, 2.96)  -0.68
Cl (1.24, 2.08, 3.43)  0.68
C (-1.13, -2.23, -0.17)  -0.01
C (-1.62, -2.78, 1.20)  -0.33
C (-0.88, -3.98, 1.60)  -0.22
N (-0.31, -4.89, 2.04)  0.19
C (-3.12, -3.09, 1.18)  -0.19
C (-4.03, -2.56, 0.23)  -0.08
C (-5.40, -2.74, 0.35)  -0.05
C (-5.93, -3.49, 1.41)  -0.25
C (-7.36, -3.65, 1.53)  -0.18
N (-8.53, -3.77, 1.62)  0.12
C (-5.04, -4.11, 2.31)  -0.01
C (-3.67, -3.89, 2.20)  -0.01
H (-1.53, -1.24, -0.26)  0.07
H (-0.06, -2.19, -0.09)  0.07
H (-1.35, -2.81, -1.07)  0.10
H (-3.66, -1.91, -0.56)  0.10
H (-6.08, -2.31, -0.39)  0.12
H (-5.47, -4.78, 3.08)  0.12
H (-3.03, -4.30, 2.98)  0.12

Computed properties:
Calculated total energy ... -73869.879 eV
Total charge ... -1
HOMO energy ... -4.96 eV
Spin multiplicity ... 1
Kohn-Sham gap ... 7.0 eV
SMILES string ... C[C@](C#N)(c1ccc(C#N)cc1)[C@@]1([O-])C(=O)C(Cl)=C(Cl)C(Cl)=C1Cl

No. 8
The following is a DFT calculation (wB97M-V/def2-TZVPD) of 5 unconnected molecules or ions with the total composition C33H71ClN5.

Each line ends with the Löwdin charge.
Geometry (Å):
C (28.09, 16.29, -29.63)  -0.09
C (27.13, 16.73, -30.72)  -0.24
C (26.16, 17.70, -30.10)  -0.23
C (24.97, 17.19, -29.26)  -0.07
N (23.98, 18.37, -28.91)  -0.22
C (22.81, 17.81, -28.12)  -0.11
C (22.25, 19.08, -27.44)  -0.17
C (23.41, 19.97, -27.08)  -0.15
C (24.66, 19.29, -27.78)  -0.02
C (23.41, 19.07, -30.17)  0.05
H (28.80, 17.01, -29.23)  0.08
H (28.59, 15.41, -30.04)  0.08
H (27.52, 15.90, -28.78)  0.07
H (26.48, 15.91, -31.02)  0.11
H (27.56, 17.07, -31.67)  0.12
H (25.75, 18.14, -31.01)  0.10
H (26.61, 18.59, -29.65)  0.12
H (25.31, 16.60, -28.41)  0.13
H (24.38, 16.51, -29.89)  0.13
H (21.99, 17.32, -28.64)  0.14
H (23.26, 17.02, -27.53)  0.13
H (21.63, 19.56, -28.20)  0.11
H (21.76, 18.93, -26.48)  0.13
H (23.23, 20.98, -27.45)  0.11
H (23.51, 20.02, -25.99)  0.12
H (25.34, 19.99, -28.26)  0.12
H (25.14, 18.72, -26.99)  0.14
H (24.26, 19.44, -30.74)  0.09
H (22.69, 19.88, -30.00)  0.11
H (22.89, 18.25, -30.68)  0.11
C (34.05, 15.62, -10.86)  -0.11
C (32.90, 15.28, -11.74)  -0.26
C (32.18, 16.56, -12.27)  -0.18
C (31.49, 16.29, -13.67)  -0.07
N (30.89, 17.61, -14.32)  -0.20
C (29.70, 18.14, -13.47)  -0.09
C (28.79, 18.86, -14.56)  -0.13
C (28.99, 18.09, -15.89)  -0.15
C (30.29, 17.35, -15.77)  -0.08
C (31.92, 18.82, -14.29)  0.05
H (33.74, 16.12, -9.94)  0.09
H (34.71, 16.29, -11.41)  0.08
H (34.59, 14.70, -10.67)  0.09
H (32.10, 14.79, -11.17)  0.12
H (33.25, 14.75, -12.63)  0.11
H (32.93, 17.35, -12.29)  0.10
H (31.49, 16.87, -11.48)  0.11
H (30.68, 15.57, -13.54)  0.13
H (32.15, 15.87, -14.43)  0.13
H (29.95, 18.76, -12.61)  0.13
H (29.12, 17.29, -13.11)  0.13
H (29.11, 19.90, -14.60)  0.11
H (27.77, 18.91, -14.18)  0.11
H (29.05, 18.83, -16.70)  0.12
H (28.15, 17.48, -16.22)  0.12
H (31.02, 17.74, -16.48)  0.13
H (30.25, 16.30, -16.06)  0.13
H (31.85, 19.27, -13.30)  0.10
H (31.51, 19.51, -15.03)  0.10
H (32.93, 18.47, -14.52)  0.11
C (18.97, 16.73, -12.96)  -0.11
C (18.55, 16.32, -14.38)  -0.24
C (18.99, 17.31, -15.48)  -0.17
C (19.27, 16.48, -16.69)  -0.09
N (20.03, 17.37, -17.72)  -0.23
C (19.26, 18.56, -18.38)  -0.07
C (18.97, 18.25, -19.84)  -0.13
C (19.26, 16.72, -19.86)  -0.14
C (20.41, 16.57, -18.93)  -0.15
C (21.39, 17.84, -17.18)  0.01
H (20.04, 16.72, -12.74)  0.07
H (18.61, 15.93, -12.31)  0.07
H (18.49, 17.62, -12.54)  0.08
H (17.46, 16.28, -14.30)  0.11
H (18.71, 15.25, -14.50)  0.11
H (19.95, 17.74, -15.20)  0.10
H (18.27, 18.10, -15.67)  0.13
H (18.45, 16.05, -17.27)  0.14
H (19.96, 15.66, -16.50)  0.14
H (19.81, 19.49, -18.25)  0.13
H (18.31, 18.59, -17.85)  0.13
H (19.72, 18.75, -20.45)  0.12
H (18.00, 18.54, -20.25)  0.13
H (19.59, 16.53, -20.89)  0.13
H (18.35, 16.18, -19.61)  0.12
H (21.25, 17.10, -19.38)  0.14
H (20.71, 15.57, -18.63)  0.15
H (21.94, 18.42, -17.92)  0.11
H (22.00, 16.98, -16.90)  0.12
H (21.29, 18.59, -16.41)  0.10
C (24.01, 27.49, -24.89)  -0.07
C (24.24, 26.08, -24.40)  -0.16
N (24.98, 26.04, -23.10)  -0.04
C (26.01, 26.84, -22.64)  0.02
C (26.33, 26.36, -21.36)  0.01
N (25.51, 25.26, -21.08)  -0.09
C (24.88, 24.92, -22.28)  0.06
C (25.50, 24.53, -19.81)  0.01
H (24.14, 28.21, -24.08)  0.08
H (23.00, 27.61, -25.28)  0.09
H (24.73, 27.80, -25.64)  0.09
H (24.87, 25.62, -25.16)  0.13
H (23.28, 25.57, -24.41)  0.13
H (26.40, 27.62, -23.28)  0.14
H (26.99, 26.71, -20.58)  0.14
H (24.24, 24.06, -22.38)  0.16
H (25.51, 25.35, -19.09)  0.10
H (26.40, 23.92, -19.74)  0.11
H (24.69, 23.84, -19.56)  0.11
Cl (25.72, 19.49, -21.69)  -0.99

Computed properties:
Calculated total energy ... -55319.429 eV
Total charge ... +3
HOMO energy ... -11.16 eV
Spin multiplicity ... 1
Kohn-Sham gap ... 6.0 eV